Record 1
Density functional theory data (ωB97M-V with the def2-TZVPD basis set) for a cluster of 2 separate species, C6H14N2O2 in total in a non-equilibrium geometry.

Each line ends with the Löwdin charge.
Geometry (Å):
1 C 0.581 2.688 1.436  -0.082
2 N 0.102 1.656 2.368  0.011
3 C 0.330 0.333 2.001  -0.541
4 C -0.519 -0.726 2.657  -0.013
5 O 1.183 0.043 1.193  0.037
6 H 1.391 2.330 0.774  0.081
7 H -0.179 2.984 0.666  0.089
8 H 0.929 3.563 1.946  0.065
9 H -0.501 1.848 3.137  0.119
10 H -0.317 -1.743 2.224  0.098
11 H -0.273 -0.691 3.727  0.084
12 H -1.601 -0.727 2.447  0.082
13 C 1.510 -1.696 -1.509  -0.076
14 N 0.507 -0.696 -1.896  -0.010
15 C -0.637 -1.143 -2.531  -0.563
16 C -1.766 -0.210 -2.363  -0.017
17 O -0.673 -2.291 -2.951  0.029
18 H 1.144 -2.785 -1.606  0.111
19 H 2.315 -1.722 -2.378  0.109
20 H 1.912 -1.217 -0.686  0.020
21 H 0.768 0.220 -1.706  0.098
22 H -1.563 0.371 -1.458  0.071
23 H -1.919 0.433 -3.244  0.085
24 H -2.724 -0.821 -2.248  0.113

Summary:
SMILES string: CNC(C)=O.CNC(C)=O
Molecular weight (g mol⁻¹): 146.19
E_HOMO (eV): -8.9
Energy above the lowest of the compared OMol25 structures with the same formula, charge and spin (eV): 1.846
Energy (eV): -13523.77807

Record 2
Density functional theory data (ωB97M-V with the def2-TZVPD basis set) for the ion C7H13N4O with charge +1 in a non-equilibrium geometry.

Each line ends with the Löwdin charge.
Geometry (Å):
1 C 1.588 -0.910 1.477  -0.039
2 C 0.817 -0.021 0.495  -0.267
3 O 0.731 1.263 1.021  -0.121
4 C 0.636 2.251 0.070  -0.166
5 C -0.775 2.277 -0.532  -0.009
6 N -1.001 0.870 -1.169  0.074
7 C -0.837 -0.236 -0.132  -0.074
8 C -0.831 -1.486 -0.864  -0.349
9 N -0.516 -1.511 -2.091  0.031
10 N -0.275 -2.727 -2.548  0.076
11 C -0.414 -3.462 -1.477  -0.172
12 N -0.709 -2.782 -0.376  0.166
13 H 1.032 -1.239 2.444  0.107
14 H 2.520 -0.387 1.880  0.112
15 H 1.949 -1.972 1.202  0.103
16 H 1.419 0.030 -0.455  0.149
17 H 1.373 1.921 -0.596  0.110
18 H 0.856 3.271 0.554  0.179
19 H -1.599 2.264 0.113  0.120
20 H -0.928 2.876 -1.358  0.111
21 H -1.988 0.775 -1.451  0.183
22 H -0.349 0.685 -2.019  0.204
23 H -1.513 -0.098 0.734  0.172
24 H -0.408 -4.523 -1.551  0.128
25 H -1.255 -3.210 0.355  0.171

Summary:
SMILES string: C[C@@H]1OCC[NH2+][C@H]1c1nnc[nH]1
Molecular weight (g mol⁻¹): 169.21
Net charge: +1
E_HOMO (eV): -13.2
Energy above the lowest of the compared OMol25 structures with the same formula, charge and spin (eV): 2.027
Energy (eV): -15468.61546

Record 3
Density functional theory data (ωB97M-V with the def2-TZVPD basis set) for a cluster of 2 separate species, C4H9NO2 in total in a non-equilibrium geometry.

Each line ends with the Löwdin charge.
Geometry (Å):
1 O 0.627 0.618 -1.028  -0.139
2 C -0.378 1.144 -0.449  -0.698
3 O -0.862 0.776 0.664  -0.079
4 C -1.033 2.373 -1.131  -0.027
5 H -1.440 3.004 -0.329  0.065
6 H -0.294 2.982 -1.690  0.072
7 H -1.882 2.203 -1.798  0.065
8 C -0.058 -1.970 -0.131  -0.038
9 C 1.443 -0.693 1.262  0.128
10 N 0.688 -1.720 1.116  -0.037
11 H -1.106 -1.699 0.045  0.099
12 H 0.108 -3.044 -0.288  0.090
13 H 0.432 -1.325 -0.930  0.103
14 H 1.375 0.111 0.439  0.099
15 H 1.954 -0.580 2.217  0.109
16 H 0.426 -2.181 2.032  0.187

Summary:
Molecular weight (g mol⁻¹): 103.12
E_HOMO (eV): -8.6
Energy above the lowest of the compared OMol25 structures with the same formula, charge and spin (eV): 2.880
Energy (eV): -9877.18037

Record 4
Density functional theory data (ωB97M-V with the def2-TZVPD basis set) for an isolated molecule of C5H10N2O in a non-equilibrium geometry.

Each line ends with the Löwdin charge.
Geometry (Å):
1 C 0.037 2.018 -1.008  0.010
2 C -0.485 1.274 -0.038  -0.452
3 N -0.594 1.746 1.261  0.101
4 C -0.931 -0.162 -0.187  -0.112
5 C 0.195 -1.159 -0.433  -0.351
6 N -0.245 -2.523 -0.065  0.038
7 C 1.554 -0.832 0.173  -0.206
8 O 2.353 -1.675 0.495  0.050
9 H 0.047 1.722 -2.046  0.056
10 H 0.423 3.022 -0.879  0.053
11 H -1.051 1.211 1.974  0.086
12 H -0.299 2.688 1.436  0.093
13 H -1.598 -0.234 -1.044  0.125
14 H -1.498 -0.470 0.690  0.109
15 H 0.421 -1.267 -1.495  0.147
16 H 0.571 -3.112 0.060  0.064
17 H -0.705 -2.481 0.850  0.073
18 H 1.806 0.233 0.256  0.115

Summary:
SMILES string: C=C(N)C[C@H](N)C=O
Molecular weight (g mol⁻¹): 114.15
E_HOMO (eV): -8.3
Energy above the lowest of the compared OMol25 structures with the same formula, charge and spin (eV): 1.440
Energy (eV): -10373.86554

Record 5
Density functional theory data (ωB97M-V with the def2-TZVPD basis set) for a cluster of 2 separate species, C4H8N2 in total.

Each line ends with the Löwdin charge.
Geometry (Å):
1 C 1.894 -1.097 -1.428  -0.025
2 C 1.852 0.014 -0.734  -0.289
3 N 1.805 1.100 -0.166  0.136
4 H 1.785 -0.996 -2.501  0.053
5 H 2.006 -2.075 -0.980  0.049
6 H 0.818 1.333 -0.021  0.018
7 C -1.226 1.393 1.114  -0.077
8 N -1.067 0.610 0.133  -0.108
9 C -1.235 -0.814 0.395  -0.141
10 H -1.087 2.465 0.962  0.075
11 H -1.460 1.049 2.130  0.084
12 H -0.343 -1.216 0.891  0.079
13 H -1.356 -1.350 -0.548  0.071
14 H -2.105 -0.995 1.037  0.075

Summary:
SMILES string: C=C=N.C=NC
Molecular weight (g mol⁻¹): 84.12
E_HOMO (eV): -8.9
Energy above the lowest of the compared OMol25 structures with the same formula, charge and spin (eV): 2.449
Energy (eV): -7255.42618

Record 6
Density functional theory data (ωB97M-V with the def2-TZVPD basis set) for the ion C5H6NS with charge +1 in a non-equilibrium geometry.

Each line ends with the Löwdin charge.
Geometry (Å):
1 C -1.314 -1.079 -0.189  -0.024
2 C -0.095 -0.537 0.479  -0.601
3 C -0.187 0.264 1.732  0.231
4 N 0.212 0.906 0.622  0.033
5 C 1.348 1.467 -0.006  -0.111
6 C 2.104 0.520 -0.452  -0.325
7 S 1.607 -1.087 -0.007  1.082
8 H -1.816 -1.861 0.334  0.089
9 H -0.967 -1.398 -1.214  0.111
10 H -1.901 -0.147 -0.303  0.112
11 H -0.216 0.422 2.774  0.143
12 H 1.267 2.573 -0.088  0.159
13 H 3.135 0.368 -0.774  0.101

Summary:
SMILES string: C[C@]12C=[N+]1C=CS2
Molecular weight (g mol⁻¹): 112.18
Net charge: +1
E_HOMO (spin up / spin down) (eV): -14.0 / -14.0
Energy above the lowest of the compared OMol25 structures with the same formula, charge and spin (eV): 3.106
Energy (eV): -17596.32917